[1]
The following is a quantum chemistry calculation of an isolated molecule of C6H10 at a distorted geometry, from OMol25.

```
16
Properties=species:S:1:pos:R:3:forces:R:3
C 1.69705 -0.29789 0.27555 0.0 0.0 0.2
C 0.28466 0.04365 -0.13761 0.0 0.2 -0.6
C -0.21032 1.43308 0.01628 0.5 0.1 -0.2
C -0.77160 0.35349 0.94278 -0.8 0.5 0.2
C -2.06190 -0.13726 0.51904 0.3 0.4 0.8
C -0.32013 -0.79868 -1.24125 -1.4 0.4 -0.8
H 2.04147 0.34150 1.09560 -0.1 -0.1 -0.1
H 2.38293 -0.15869 -0.57155 -0.2 0.0 0.1
H 1.77279 -1.34335 0.59958 0.0 0.2 -0.1
H 0.45491 2.15417 0.48332 0.0 -0.1 -0.1
H -0.90048 1.83719 -0.72011 0.1 -0.1 0.2
H -0.43485 0.35948 1.97588 0.1 -0.2 0.0
H -2.35440 -0.82216 1.30689 -0.6 -0.5 0.6
H -1.43872 -0.50613 -1.29611 1.8 -0.7 -0.2
H 0.10708 -0.58797 -2.22043 0.4 -0.1 0.0
H -0.24850 -1.87044 -1.02785 0.0 0.2 0.0
```
Positions in Å, forces in eV/Å.

Largest force on an atom in eV/Å: 1.970
HOMO energy in eV: -8.12
DFT total energy in eV: -6379.429
E_LUMO in eV: 0.049
HOMO-LUMO gap in eV: 8.167
Relative energy (zero: lowest compared OMol25 entry of this formula, charge and spin) in eV: 4.430
2S+1: 1


[2]
The following is a quantum chemistry calculation of a cluster of 9 separate species, C60H52I2N8O19 in total at a distorted geometry, from OMol25.

```
141
Properties=species:S:1:pos:R:3:forces:R:3
O 3.68268 -3.65373 -0.15916 0.2 1.1 -0.1
C 3.64963 -2.45784 -0.19016 -0.6 -1.6 0.1
I 5.48651 -1.39423 -0.57833 -0.3 0.1 0.1
C 2.31785 -1.74370 0.08501 1.1 0.9 0.5
C 2.09392 -0.43242 -0.66746 -1.3 -0.1 -1.0
O 1.22033 -0.37987 -1.50411 1.0 0.0 0.4
O 2.82389 0.69278 -0.40770 -0.5 -0.6 0.7
C 3.00582 0.98368 1.00231 0.5 0.3 -1.4
I 1.02077 1.09218 1.87906 0.2 -0.1 0.2
C 3.64837 2.36245 1.03855 -0.5 0.8 0.8
C 4.31191 2.75949 2.39249 0.6 -0.3 0.3
C 4.45845 1.63721 3.41156 0.6 0.6 -1.0
C 5.63838 0.91800 3.39783 0.8 -0.1 -0.3
C 5.85787 -0.09080 4.30640 0.3 -0.1 -0.3
C 4.87107 -0.37790 5.21393 0.1 -1.3 1.3
C 3.69504 0.32069 5.26376 -0.7 0.4 -0.1
C 3.50397 1.33312 4.34896 -0.7 0.7 -0.2
H 2.30454 -1.54185 1.16652 0.1 0.0 -0.1
H 1.50917 -2.45188 -0.08421 0.1 0.2 -0.4
H 3.62624 0.18090 1.40468 -0.3 0.2 0.6
H 2.84024 3.08001 0.85656 0.2 -0.1 -0.2
H 4.35760 2.52002 0.22179 0.0 -0.6 0.0
H 3.82886 3.60286 2.89602 -0.3 -0.1 -0.4
H 5.33740 3.09686 2.17093 -0.5 0.0 0.0
H 6.42915 1.15305 2.68834 -0.2 0.1 -0.1
H 6.78299 -0.65490 4.29551 0.0 0.0 0.0
H 5.01557 -1.17937 5.93441 0.1 0.1 -0.1
H 2.90597 0.12721 5.98034 0.2 -0.2 0.1
H 2.59977 1.93272 4.31165 0.0 -0.2 0.4
C -1.04674 5.75714 7.23915 0.0 0.0 0.0
C 0.28199 5.96706 6.89467 -0.1 -0.1 0.0
C 1.18457 4.91685 6.93973 0.2 0.2 -0.1
C 0.74076 3.66475 7.32689 -0.2 0.2 0.0
C -0.57836 3.44180 7.67960 -0.2 -0.2 0.1
C -1.47518 4.49711 7.63497 0.1 0.1 0.0
N 1.68955 2.54399 7.35180 0.1 -0.1 0.0
O 2.84347 2.77232 7.05362 0.0 0.1 0.1
O 1.26279 1.44872 7.66269 0.0 0.0 0.0
H -1.75099 6.57815 7.19783 0.0 0.0 0.0
H 0.61375 6.94967 6.58776 0.0 0.0 0.0
H 2.21790 5.08225 6.67115 0.0 -0.2 0.0
H -0.91465 2.46152 7.98474 0.2 0.0 0.0
H -2.50993 4.33649 7.90535 0.0 0.0 0.0
C -2.11811 -2.24115 -2.86835 0.0 0.0 0.0
C -1.76002 -1.32950 -1.88396 -0.1 -0.1 -0.1
C -2.12231 -1.55200 -0.56587 0.1 0.2 0.1
C -2.83863 -2.69257 -0.24835 0.1 0.0 -0.3
C -3.21026 -3.60735 -1.21941 -0.1 -0.2 -0.1
C -2.84674 -3.37667 -2.53629 0.1 0.1 0.1
N -3.20196 -2.94277 1.15022 0.0 0.0 0.0
O -2.87956 -2.11668 1.97798 0.0 0.0 0.1
O -3.80485 -3.96975 1.40792 0.1 0.2 -0.2
H -1.82951 -2.06903 -3.89624 0.0 0.0 0.0
H -1.19469 -0.44643 -2.14273 0.0 0.0 0.0
H -1.84117 -0.83938 0.19682 -0.1 -0.1 0.1
H -3.77401 -4.49271 -0.96354 0.0 0.1 0.1
H -3.12705 -4.08318 -3.30537 0.0 0.0 0.0
C 9.50836 4.95343 6.28172 0.0 0.0 0.0
C 10.23245 3.86568 5.81208 -0.1 0.1 0.0
C 9.90354 3.28541 4.59793 0.2 -0.2 0.0
C 8.85194 3.80786 3.86613 0.1 0.2 0.3
C 8.11683 4.88672 4.32426 -0.2 0.2 0.0
C 8.44942 5.46047 5.54052 0.1 -0.1 0.0
N 8.51505 3.21034 2.56891 0.0 0.0 -0.1
O 9.16224 2.25202 2.20117 0.0 0.0 0.0
O 7.60556 3.71041 1.93494 0.0 0.0 0.0
H 9.77080 5.40806 7.22837 0.0 0.0 0.0
H 11.05584 3.47139 6.39190 0.0 0.0 0.0
H 10.46805 2.43900 4.23472 -0.1 0.0 -0.1
H 7.29411 5.28460 3.74802 0.0 -0.1 -0.1
H 7.88494 6.30581 5.90980 0.0 0.0 0.0
C -3.28423 -8.05986 -7.61388 0.0 0.0 0.0
C -2.26681 -7.63752 -6.76822 -0.2 0.0 -0.1
C -2.18462 -6.30709 -6.39281 0.2 -0.1 0.1
C -3.13003 -5.41367 -6.86948 0.0 -0.3 -0.1
C -4.14564 -5.81902 -7.71818 -0.2 0.1 -0.2
C -4.21950 -7.15154 -8.09091 0.1 -0.1 0.1
N -3.05993 -4.00706 -6.45662 0.0 0.1 0.0
O -2.14510 -3.67692 -5.72503 0.0 0.0 0.0
O -3.91852 -3.25269 -6.86431 0.0 0.0 0.0
H -3.34794 -9.10086 -7.90228 0.0 0.0 0.0
H -1.53874 -8.34749 -6.40102 0.0 0.0 0.0
H -1.39160 -5.98084 -5.73533 -0.1 0.1 0.0
H -4.87620 -5.11443 -8.08879 0.1 0.1 0.1
H -5.00872 -7.48296 -8.75196 0.0 0.0 0.0
C -4.44259 -5.70222 3.70937 0.0 -0.2 0.0
C -4.08275 -4.78494 4.68662 0.0 -0.1 0.0
C -4.44309 -5.00031 6.00754 0.1 0.2 0.0
C -5.15898 -6.13960 6.33373 0.1 0.1 -0.3
C -5.53107 -7.05993 5.36958 -0.1 -0.2 -0.1
C -5.16962 -6.83641 4.05037 0.1 0.2 0.1
N -5.52189 -6.38298 7.73597 0.0 0.0 0.1
O -5.19844 -5.54828 8.55701 0.0 0.0 0.0
O -6.12227 -7.40683 7.99546 0.0 0.0 0.0
H -4.15355 -5.53183 2.68277 -0.1 -0.1 0.2
H -3.51822 -3.90203 4.41648 0.0 0.0 0.0
H -4.16176 -4.28448 6.76613 -0.1 -0.1 0.1
H -6.09380 -7.94392 5.63244 0.0 0.1 0.2
H -5.45198 -7.54868 3.28664 0.0 0.0 0.0
C -0.85977 -3.21478 -11.87663 0.0 0.0 0.0
C -0.25579 -4.10496 -12.75509 -0.1 0.1 0.1
C -0.10736 -5.43665 -12.40144 0.1 0.0 -0.2
C -0.57173 -5.86000 -11.16914 0.0 0.3 -0.1
C -1.16931 -4.98339 -10.28040 -0.1 0.1 0.2
C -1.31238 -3.65279 -10.63894 0.1 0.0 -0.1
N -0.44030 -7.27448 -10.79610 0.0 0.0 0.0
O 0.10258 -8.02184 -11.58252 0.0 0.0 0.0
O -0.89020 -7.60988 -9.71855 0.0 -0.1 0.1
H -0.97903 -2.17632 -12.15795 0.0 0.0 0.0
H 0.09712 -3.76101 -13.71784 0.0 0.0 0.0
H 0.36273 -6.12730 -13.08637 0.0 -0.1 0.1
H -1.52494 -5.32369 -9.31770 0.0 -0.2 -0.1
H -1.78016 -2.95717 -9.95480 0.0 0.0 0.0
C -0.85995 2.83687 -3.22902 0.0 0.0 0.0
C -0.19193 2.74035 -2.01571 -0.1 0.0 -0.1
C 0.02194 3.87660 -1.25290 0.1 -0.2 0.2
C -0.43955 5.09649 -1.71326 0.0 -0.3 -0.2
C -1.10159 5.20887 -2.92425 -0.2 0.2 -0.2
C -1.31069 4.06992 -3.68438 0.1 -0.1 0.1
N -0.23599 6.29620 -0.89275 0.0 0.0 0.0
O 0.36104 6.17221 0.15662 0.0 0.0 0.0
O -0.68839 7.34749 -1.30690 0.0 0.0 0.0
H -1.03127 1.94730 -3.82213 0.0 0.0 0.0
H 0.16027 1.77929 -1.66321 0.1 0.0 0.0
H 0.54233 3.79619 -0.30901 -0.1 0.1 0.0
H -1.45594 6.16601 -3.27888 0.1 0.1 0.1
H -1.82865 4.14199 -4.63123 0.0 0.0 0.0
C -5.07051 8.05846 -0.12711 0.0 0.0 0.0
C -3.86648 7.38178 -0.26995 -0.1 0.1 0.0
C -3.83528 5.99884 -0.18941 0.3 0.0 -0.1
C -5.01342 5.30886 0.02896 0.0 0.3 0.0
C -6.21996 5.96911 0.18040 -0.3 0.0 0.0
C -6.24520 7.35282 0.10208 0.2 0.0 0.0
N -4.98264 3.84049 0.08952 0.0 -0.1 0.0
O -3.90423 3.29377 -0.02861 0.0 0.0 0.0
O -6.03652 3.25984 0.25038 0.0 0.0 0.0
H -5.09393 9.13858 -0.19579 0.0 0.0 0.0
H -2.95119 7.93027 -0.44709 0.0 -0.1 0.0
H -2.89754 5.47363 -0.30058 -0.1 -0.1 0.0
H -7.13513 5.42236 0.35538 0.1 -0.1 0.0
H -7.18195 7.88161 0.21589 0.0 0.0 0.0
```
Positions in Å, forces in eV/Å.

Largest force on an atom in eV/Å: 1.834
HOMO energy in eV: -9.12
SMILES: O=C(I)CC(=O)O[C@H](I)CCc1ccccc1.O=[N+]([O-])c1ccccc1.O=[N+]([O-])c1ccccc1.O=[N+]([O-])c1ccccc1.O=[N+]([O-])c1ccccc1.O=[N+]([O-])c1ccccc1.O=[N+]([O-])c1ccccc1.O=[N+]([O-])c1ccccc1.O=[N+]([O-])c1ccccc1
DFT total energy in eV: -130066.276
E_LUMO in eV: -0.782
HOMO-LUMO gap in eV: 8.338
2S+1: 1